(1)
{
  "formula": "C7H20ClOPdSiTb",
  "method": "the ωB97M-V functional and the def2-TZVPD basis",
  "elements": ["Tb", "Cl", "C", "C", "H", "H", "H", "H", "H", "H", "Pd", "C", "C", "H", "H", "H", "H", "H", "C", "Si", "C", "C", "O", "H", "H", "H", "H", "H", "H", "H", "H", "H"],
  "positions_angstrom": [[-3.2746, -0.0420, -1.3633], [-3.6654, -0.9881, 0.8958], [-4.5319, -1.4077, -2.8162], [-5.0197, 1.5718, -1.2071], [-5.1619, -0.8597, -3.5260], [-3.7115, -1.8921, -3.3989], [-5.1454, -2.1908, -2.3511], [-5.5984, 1.7435, -2.1222], [-4.4602, 2.5136, -0.9914], [-5.7354, 1.4073, -0.3876], [-0.7169, -0.1302, -0.4890], [-0.6012, -2.0805, -0.4348], [1.1400, 0.7123, -0.4648], [-0.9849, -2.6152, -1.3193], [0.4970, -2.2347, -0.3172], [-1.1311, -2.3475, 0.4955], [1.0560, 1.8010, -0.5193], [1.7057, 0.2817, -1.3081], [3.4624, 2.2926, 2.0820], [3.2479, 0.5253, 1.4564], [4.7163, 0.0093, 0.3931], [3.2420, -0.6188, 3.0008], [1.7940, 0.2960, 0.7106], [4.4120, 2.4123, 2.6232], [2.6572, 2.5176, 2.7913], [3.4478, 3.0481, 1.2832], [5.5982, 0.1634, 1.0422], [4.6650, -1.0520, 0.1045], [4.8445, 0.6095, -0.5219], [2.3989, -0.3043, 3.6298], [3.0885, -1.6569, 2.6722], [4.1519, -0.6012, 3.6350]],
  "gap_ev": [3.0510, 2.8832],
  "homo_ev": [1.8, 2.0],
  "largest_force_ha_per_bohr": 0.063,
  "total_charge": -2,
  "total_energy_ha": -2055.83264,
  "multiplicity": 9,
  "lumo_energy_ev": [4.849, 4.848]
}

=====

(2)
{
  "formula": "C32H92N8O10",
  "method": "the ωB97M-V functional and the def2-TZVPD basis",
  "elements": ["C", "O", "C", "C", "C", "N", "H", "H", "H", "H", "H", "H", "H", "H", "H", "H", "H", "C", "O", "C", "C", "C", "N", "H", "H", "H", "H", "H", "H", "H", "H", "H", "H", "H", "C", "O", "C", "C", "C", "N", "H", "H", "H", "H", "H", "H", "H", "H", "H", "H", "H", "C", "O", "C", "C", "C", "N", "H", "H", "H", "H", "H", "H", "H", "H", "H", "H", "H", "C", "O", "C", "C", "C", "N", "H", "H", "H", "H", "H", "H", "H", "H", "H", "H", "H", "C", "O", "C", "C", "C", "N", "H", "H", "H", "H", "H", "H", "H", "H", "H", "H", "H", "C", "O", "C", "C", "C", "N", "H", "H", "H", "H", "H", "H", "H", "H", "H", "H", "H", "C", "O", "C", "C", "C", "N", "H", "H", "H", "H", "H", "H", "H", "H", "H", "H", "H", "O", "H", "H", "O", "H", "H"],
  "positions_angstrom": [[-2.8092, -3.8783, 0.0863], [-3.3920, -3.3226, 1.2393], [-2.9163, -2.0031, 1.4738], [-3.5045, -1.4231, 2.7594], [-2.9264, -0.0279, 3.0249], [-3.1773, -2.3272, 3.8959], [-1.7350, -4.0741, 0.2136], [-2.8810, -3.1750, -0.7492], [-3.2192, -4.8613, -0.1361], [-1.8268, -2.0413, 1.5637], [-3.2545, -1.3708, 0.6417], [-4.5913, -1.3155, 2.7311], [-3.1822, 0.2285, 4.0528], [-3.3631, 0.7288, 2.3730], [-1.8457, -0.1250, 2.8879], [-2.1491, -2.4405, 3.9374], [-3.4032, -3.2405, 3.4973], [-5.7353, 2.4045, 1.5181], [-4.3719, 2.6678, 1.2485], [-4.0485, 3.1622, -0.0273], [-2.6416, 2.7760, -0.3973], [-2.1881, 3.2927, -1.7617], [-2.4918, 1.2870, -0.4227], [-6.1659, 1.6045, 0.9125], [-6.3257, 3.3175, 1.3903], [-5.7359, 2.1626, 2.5793], [-4.7726, 2.9270, -0.8159], [-4.0401, 4.2639, 0.0016], [-1.9683, 3.0556, 0.4167], [-1.3055, 2.8049, -2.1578], [-1.9877, 4.3614, -1.6203], [-3.0323, 3.2989, -2.4503], [-3.2503, 0.8224, -0.9064], [-2.6005, 1.0216, 0.5530], [1.2200, 0.4706, 3.6996], [0.8872, -0.2496, 2.5270], [1.0094, 0.5142, 1.3223], [0.4698, -0.3032, 0.1497], [1.3602, -1.5104, -0.0761], [0.3198, 0.5568, -1.0070], [2.1562, 1.0143, 3.5471], [1.4478, -0.3042, 4.4338], [0.4381, 1.1505, 4.0435], [0.3811, 1.4014, 1.4614], [2.0701, 0.7471, 1.2054], [-0.5168, -0.6122, 0.5218], [2.3822, -1.2777, -0.3772], [0.9367, -2.1517, -0.8516], [1.3507, -2.0436, 0.8754], [-0.6229, 0.9715, -1.0032], [0.3735, -0.0437, -1.8440], [5.4965, -3.5313, -4.0901], [4.4588, -4.0959, -3.3132], [4.7620, -3.9817, -1.9306], [3.5571, -4.1028, -1.0278], [3.9140, -3.6968, 0.4171], [2.8576, -5.3942, -1.0909], [5.3695, -3.7272, -5.1525], [6.4877, -3.8550, -3.7624], [5.4625, -2.4399, -3.9890], [5.5449, -4.7351, -1.7434], [5.2889, -3.0375, -1.7347], [2.9104, -3.2898, -1.3644], [4.7884, -4.2377, 0.7946], [3.0754, -3.9944, 1.0433], [4.1933, -2.6492, 0.5236], [2.2893, -5.4157, -1.9319], [3.6022, -6.0575, -1.2991], [6.4665, 0.0602, -0.9709], [6.3833, -0.6936, 0.2258], [7.0015, -0.0181, 1.3292], [6.1191, 1.0058, 2.0632], [4.6452, 0.6043, 2.0167], [6.2214, 2.4144, 1.5961], [7.4655, 0.2790, -1.3657], [6.0230, 1.0416, -0.7743], [5.9089, -0.4677, -1.7432], [7.0854, -0.8617, 2.0210], [8.0176, 0.3236, 1.1220], [6.3807, 1.0845, 3.1199], [3.9927, 1.4181, 2.3377], [4.4244, -0.1882, 2.7340], [4.3275, 0.3382, 1.0092], [5.6082, 2.5588, 0.8001], [7.1620, 2.6006, 1.2645], [-0.5548, -0.2071, -7.5019], [-0.4330, -0.2809, -6.0994], [0.7427, -0.9458, -5.7009], [1.0627, -0.7619, -4.2146], [2.2850, -1.5078, -3.7161], [-0.1173, -1.1474, -3.3902], [-0.5322, -1.2289, -7.8990], [0.2752, 0.3283, -7.9725], [-1.4963, 0.2619, -7.7754], [0.7101, -2.0096, -5.9636], [1.5906, -0.5077, -6.2452], [1.2251, 0.2902, -3.9688], [2.6663, -1.1012, -2.7786], [3.1342, -1.3030, -4.3808], [2.2536, -2.5949, -3.6535], [-0.3577, -2.1304, -3.4952], [-0.9121, -0.6943, -3.8310], [-7.6018, 1.2693, -4.5931], [-6.2622, 1.3690, -4.1783], [-5.7107, 0.0932, -3.9231], [-4.3573, 0.1396, -3.2320], [-3.3624, 1.0606, -3.9571], [-3.8042, -1.2334, -3.1472], [-8.2562, 0.6776, -3.9433], [-7.6275, 0.8779, -5.6145], [-8.0791, 2.2497, -4.5547], [-6.3609, -0.6263, -3.4087], [-5.5815, -0.3861, -4.9089], [-4.5951, 0.5475, -2.2465], [-3.0968, 0.6018, -4.9095], [-2.4624, 1.0929, -3.3475], [-3.8285, 2.0366, -4.0574], [-4.5629, -1.7881, -2.7586], [-3.6639, -1.5357, -4.1071], [-0.5396, 0.8857, 6.9029], [-0.1773, 2.2294, 7.0308], [-1.2634, 3.1340, 6.9156], [-0.6934, 4.4733, 6.4735], [0.1961, 4.4123, 5.2598], [0.0821, 5.1296, 7.5685], [-1.1861, 0.5420, 7.7219], [0.3350, 0.2445, 7.0229], [-1.0280, 0.6433, 5.9539], [-1.9488, 2.8388, 6.1129], [-1.7439, 3.1746, 7.8969], [-1.5582, 5.1258, 6.2888], [0.3724, 5.3816, 4.7880], [-0.3571, 3.7478, 4.5898], [1.2140, 4.0988, 5.4860], [0.2839, 6.0578, 7.2080], [-0.5107, 5.2852, 8.3786], [-0.4345, -2.7470, 4.1389], [0.0043, -1.9110, 3.9316], [0.2132, -3.4234, 3.9108], [2.4862, 2.4622, -1.8013], [2.0720, 3.3236, -1.9088], [1.7379, 1.8353, -1.7105]],
  "gap_ev": 9.0411,
  "homo_ev": -8.5,
  "largest_force_ha_per_bohr": 0.049,
  "de_lowest_ev": 1.921,
  "total_charge": 0,
  "total_energy_ha": -2464.66970,
  "multiplicity": 1,
  "smiles": "COC[C@H](C)N.COC[C@H](C)N.COC[C@H](C)N.COC[C@H](C)N.COC[C@H](C)N.COC[C@H](C)N.COC[C@H](C)N.COC[C@H](C)N.O.O",
  "lumo_energy_ev": 0.522
}

=====

(3)
{
  "formula": "C4H8N2O3",
  "method": "the ωB97M-V functional and the def2-TZVPD basis",
  "elements": ["N", "C", "C", "O", "N", "C", "C", "O", "O", "H", "H", "H", "H", "H", "H", "H", "H"],
  "positions_angstrom": [[-0.2754, 2.6613, -0.3533], [-1.2090, 1.9844, 0.5718], [-0.3752, 0.9463, 1.3010], [0.0359, 1.2019, 2.4136], [0.1054, -0.1060, 0.6015], [-0.2448, -0.5764, -0.6869], [0.5551, -1.8471, -0.9289], [1.5509, -2.1101, -0.2687], [0.1943, -2.5296, -2.0356], [-0.6451, 3.7817, -0.4498], [-0.2304, 2.0437, -1.2390], [-2.0634, 1.3810, 0.1405], [-1.5030, 2.8038, 1.3151], [0.8101, -0.6566, 1.0489], [0.3335, 0.0333, -1.6007], [-1.3733, -0.6098, -0.9266], [-0.7444, -2.2052, -2.4430]],
  "gap_ev": 9.1456,
  "homo_ev": -9.2,
  "largest_force_ha_per_bohr": 0.093,
  "de_lowest_ev": 2.696,
  "total_charge": 0,
  "total_energy_ha": -492.40390,
  "multiplicity": 1,
  "smiles": "NCC(=O)NCC(=O)O",
  "lumo_energy_ev": -0.101
}

=====

(4)
{
  "formula": "C9H10Br2Si",
  "method": "the ωB97M-V functional and the def2-TZVPD basis",
  "elements": ["C", "C", "C", "Si", "Br", "Br", "C", "C", "C", "C", "C", "C", "H", "H", "H", "H", "H", "H", "H", "H", "H", "H"],
  "positions_angstrom": [[2.6186, -1.6986, 1.4381], [1.4890, -1.0064, 1.4766], [1.4997, 0.3894, 1.9749], [0.0259, -1.5773, 0.5716], [0.3011, -3.2584, -0.7814], [-1.5135, -2.0008, 2.2152], [-0.7854, -0.1950, -0.5437], [-1.8222, 0.6022, -0.0113], [-2.3385, 1.6150, -0.8351], [-1.9915, 1.7763, -2.1615], [-1.0191, 0.8794, -2.6993], [-0.3557, -0.0802, -1.8858], [2.7915, -2.6297, 0.8551], [3.5554, -1.4773, 2.0123], [1.0483, 1.0671, 1.2013], [2.5761, 0.8499, 2.2520], [1.0533, 0.5137, 2.9941], [-1.9699, 0.7300, 1.0641], [-3.0309, 2.3245, -0.4097], [-2.1961, 2.5669, -2.6977], [-0.5344, 1.1346, -3.7445], [0.5982, -0.5252, -2.2854]],
  "gap_ev": 9.9253,
  "homo_ev": -9.5,
  "largest_force_ha_per_bohr": 0.129,
  "de_lowest_ev": 0.110,
  "total_charge": 0,
  "total_energy_ha": -5786.50939,
  "multiplicity": 1,
  "smiles": "C=C(C)[Si](Br)(Br)c1ccccc1",
  "lumo_energy_ev": 0.460
}

=====

(5)
{
  "formula": "C5H20IN10O5",
  "method": "the ωB97M-V functional and the def2-TZVPD basis",
  "elements": ["I", "C", "O", "N", "N", "H", "H", "H", "H", "C", "O", "N", "N", "H", "H", "H", "H", "C", "O", "N", "N", "H", "H", "H", "H", "C", "O", "N", "N", "H", "H", "H", "H", "C", "O", "N", "N", "H", "H", "H", "H"],
  "positions_angstrom": [[-1.0298, -2.2831, 0.5388], [-5.7030, -2.8111, 1.6373], [-6.7089, -3.5026, 1.5822], [-5.2935, -2.2439, 2.8030], [-4.8885, -2.5841, 0.5616], [-4.3054, -2.0528, 2.6967], [-5.5376, -2.8219, 3.6354], [-5.2590, -3.0301, -0.3501], [-3.8962, -2.4402, 0.6551], [1.9888, 4.0742, -2.6189], [2.4067, 5.0045, -1.8931], [0.6275, 3.6904, -2.8514], [2.8271, 3.3225, -3.3881], [-0.0565, 3.8873, -2.1176], [0.5099, 2.7655, -3.1832], [2.5326, 2.3656, -3.6554], [3.8204, 3.4517, -3.4264], [0.6136, -0.2498, -3.2409], [0.8010, 0.5901, -4.0816], [1.6869, -1.1092, -2.8926], [-0.5151, -0.3074, -2.4300], [2.3992, -1.1343, -3.5746], [1.5076, -1.9443, -2.2790], [-1.4033, 0.0199, -2.8538], [-0.8208, -1.1817, -1.9688], [1.1676, -1.7149, 4.0391], [1.8033, -2.1546, 4.9244], [-0.1816, -1.4002, 4.1609], [1.6767, -1.5165, 2.7312], [-0.6219, -1.1453, 3.2496], [-0.7475, -1.7738, 4.9287], [0.8722, -1.8035, 2.0808], [2.5344, -2.0308, 2.5178], [2.6144, 1.5352, 0.7386], [3.6097, 0.9841, 1.1249], [2.4289, 2.9496, 0.6958], [1.4155, 0.8711, 0.4164], [3.3331, 3.3464, 0.6084], [1.8596, 3.0911, -0.1513], [0.6418, 1.3591, 0.0109], [1.2902, -0.0723, 0.6190]],
  "gap_ev": 8.3082,
  "homo_ev": -5.8,
  "largest_force_ha_per_bohr": 0.072,
  "de_lowest_ev": 1.390,
  "total_charge": -1,
  "total_energy_ha": -1424.28932,
  "multiplicity": 1,
  "lumo_energy_ev": 2.471
}

=====

(6)
{
  "formula": "C34H59AsBBr2MgN6S3Si2",
  "method": "the ωB97M-V functional and the def2-TZVPD basis",
  "elements": ["Mg", "C", "C", "C", "C", "N", "N", "B", "N", "N", "C", "C", "C", "C", "C", "S", "C", "C", "C", "C", "N", "N", "C", "C", "C", "C", "C", "S", "C", "C", "C", "C", "C", "S", "C", "C", "C", "C", "H", "H", "H", "H", "H", "H", "H", "H", "H", "H", "H", "H", "H", "H", "H", "H", "H", "H", "H", "H", "H", "H", "H", "H", "H", "H", "H", "H", "H", "H", "H", "H", "H", "H", "H", "H", "H", "H", "H", "Br", "C", "Br", "H", "H", "C", "Si", "C", "C", "As", "Si", "C", "C", "C", "H", "H", "H", "H", "H", "H", "H", "H", "H", "H", "H", "H", "H", "H", "H", "H", "H", "H"],
  "positions_angstrom": [[0.4677, -0.1454, 0.1315], [0.6927, -1.7389, 4.9782], [1.6207, -0.8870, 4.1807], [2.9539, -0.8082, 4.4251], [3.8060, -0.0384, 3.5712], [3.3290, 0.6264, 2.5715], [1.9942, 0.6284, 2.3642], [1.5411, 1.6653, 1.4210], [2.6058, 2.3408, 0.6163], [2.8256, 3.5969, 1.0290], [3.8401, 4.2591, 0.5716], [4.7521, 3.6541, -0.3382], [4.4976, 2.4102, -0.8242], [5.3773, 1.7331, -1.8217], [3.3193, 1.7338, -0.3579], [2.8411, 0.2612, -1.0031], [3.9710, 5.6883, 1.0792], [5.1809, 6.4050, 0.4809], [4.1077, 5.6513, 2.6097], [2.6870, 6.4431, 0.6993], [0.5294, 2.6301, 1.9352], [0.6111, 2.9178, 3.2378], [-0.0813, 3.9123, 3.6969], [-0.8898, 4.7007, 2.8226], [-1.0098, 4.3789, 1.5064], [-1.8737, 5.1265, 0.5474], [-0.2703, 3.2441, 1.0490], [-0.3356, 2.6149, -0.5105], [0.0092, 4.2116, 5.1802], [0.6856, 5.5784, 5.3630], [-1.4122, 4.2518, 5.7634], [0.8183, 3.1347, 5.9043], [1.0982, -0.1188, 3.0904], [-0.5144, -0.1417, 2.6503], [5.2999, 0.0432, 3.8110], [5.5266, 0.6890, 5.1869], [5.8863, -1.3761, 3.7936], [5.9814, 0.8906, 2.7361], [1.2262, -2.2712, 5.7621], [0.1986, -2.4568, 4.3208], [-0.0918, -1.1242, 5.4242], [3.3770, -1.3535, 5.2581], [5.6468, 4.1787, -0.6420], [6.3068, 2.2813, -1.9592], [4.8588, 1.6613, -2.7802], [5.5962, 0.7122, -1.5066], [6.1165, 5.9352, 0.7911], [5.1959, 7.4338, 0.8390], [5.1398, 6.4313, -0.6096], [5.0468, 5.1774, 2.9040], [3.2822, 5.0909, 3.0490], [4.1001, 6.6669, 3.0083], [2.5276, 6.4219, -0.3809], [2.7530, 7.4847, 1.0155], [1.8241, 5.9834, 1.1832], [-1.4215, 5.5610, 3.2080], [-2.3170, 6.0002, 1.0201], [-2.6713, 4.4750, 0.1848], [-1.2977, 5.4409, -0.3243], [0.1205, 6.3715, 4.8698], [1.6974, 5.5680, 4.9534], [0.7476, 5.8179, 6.4249], [-1.9958, 5.0762, 5.3518], [-1.3602, 4.3882, 6.8436], [-1.9407, 3.3185, 5.5603], [1.8417, 3.0879, 5.5302], [0.3611, 2.1523, 5.7726], [0.8476, 3.3644, 6.9697], [5.0666, 0.1058, 5.9866], [5.1131, 1.6992, 5.2141], [6.5960, 0.7508, 5.3892], [5.4685, -1.9917, 4.5919], [6.9656, -1.3293, 3.9378], [5.6841, -1.8660, 2.8393], [5.5893, 1.9091, 2.7348], [5.8231, 0.4651, 1.7438], [7.0534, 0.9325, 2.9310], [-2.7742, 0.0299, -0.2066], [-2.6284, 0.3236, -2.1075], [-0.8542, -0.0559, -2.7745], [-2.8466, 1.3644, -2.3062], [-3.3211, -0.3404, -2.6080], [-2.6975, -3.4664, -1.0118], [-0.8870, -4.0044, -1.2060], [-0.8382, -5.8091, -0.6318], [-0.4716, -3.9729, -3.0558], [0.4794, -2.7841, 0.3186], [2.5783, -3.3508, -0.6275], [2.7558, -5.2366, -0.6353], [2.8074, -2.7375, -2.4146], [3.9196, -2.7284, 0.5756], [-3.3587, -4.2702, -1.3447], [-2.9359, -2.5837, -1.6078], [-2.9351, -3.2480, 0.0306], [-1.4976, -6.4190, -1.2545], [-1.1785, -5.8866, 0.4022], [0.1637, -6.2353, -0.6867], [-1.2804, -4.4486, -3.6161], [0.4468, -4.5249, -3.2669], [-0.3456, -2.9620, -3.4434], [2.2311, -5.6841, -1.4812], [2.3485, -5.6631, 0.2825], [3.8097, -5.5189, -0.7024], [2.8978, -3.5801, -3.1026], [3.7046, -2.1254, -2.5281], [1.9539, -2.1369, -2.7338], [4.0201, -3.4398, 1.3989], [3.6820, -1.7520, 1.0035], [4.8932, -2.6460, 0.0836]],
  "gap_ev": 4.2380,
  "homo_ev": -8.9,
  "largest_force_ha_per_bohr": 0.044,
  "de_lowest_ev": 0.402,
  "total_charge": 1,
  "total_energy_ha": -11041.79166,
  "multiplicity": 1,
  "lumo_energy_ev": -4.641
}

=====

- The highest multiplicity belongs to which entry?
  C7H20ClOPdSiTb